No. 1
12
Properties=species:S:1:pos:R:3:forces:R:3:mulliken_charge:R:1 method="wB97M-V/def2-TZVPD" de_lowest_kj_mol=292.72 energy_ev=-10718.7764 mol_weight_g_mol=103.08 homo_ev=-10.12 e_lumo_ev=-0.0069 orbital_gap_ev=10.1 smiles="CN(N=O)C(N)=O"
C 0.81055 1.53856 0.11378 0.92 0.23 -0.97 -0.81
N 0.25560 0.20404 -0.03256 1.28 -1.81 0.41 0.38
N 1.09847 -0.93820 -0.01162 0.88 3.04 -0.37 -0.16
O 2.27176 -0.60088 -0.05826 -1.64 -1.04 0.24 -0.43
C -1.12533 -0.00218 -0.03672 0.05 -0.27 0.26 0.61
N -1.52536 -1.29980 0.08959 -0.92 -0.91 -0.04 -0.38
O -1.82561 0.97626 -0.10473 -0.95 -0.11 0.07 -0.59
H 1.33855 1.79969 -0.82456 -0.16 -0.07 0.45 0.27
H 1.57168 1.54010 0.90420 -0.34 -0.04 -0.08 0.26
H 0.03996 2.29582 0.26732 -0.03 -0.57 0.15 0.36
H -0.90205 -2.10422 -0.03005 -0.28 0.95 0.20 0.26
H -2.52966 -1.51497 0.20676 1.17 0.60 -0.33 0.23

***

No. 2
90
Properties=species:S:1:pos:R:3:forces:R:3:mulliken_charge:R:1 method="wB97M-V/def2-TZVPD" energy_ev=-363272.9568 mol_weight_g_mol=1205.51 homo_ev=-11.97 e_lumo_ev=-6.3952 orbital_gap_ev=5.6 total_charge=+1
C -0.81413 0.49409 5.92259 -0.52 -0.17 -0.82 -1.25
C -0.54069 0.10895 4.33050 -0.43 1.17 0.98 0.60
C -1.47219 1.15949 3.44058 -0.32 -1.17 0.29 -0.52
C 1.06252 0.30080 4.03963 -0.51 -0.04 1.08 -1.14
C 1.66772 -0.75135 2.90099 -1.10 3.21 1.07 -0.20
P 1.51824 -2.53322 3.56677 1.08 -3.08 -0.19 1.65
N 2.59821 -3.58512 2.94286 -1.51 2.98 0.70 -0.91
O -0.07210 -3.20862 3.15273 2.18 2.93 0.73 -0.55
O 1.65473 -2.40630 5.33344 0.29 0.08 -3.56 -0.54
N 0.79861 -0.37080 1.68429 1.36 2.28 0.63 -0.05
C 1.58058 0.75982 0.98451 0.67 -4.45 0.38 -0.48
N 1.15209 1.97651 0.51709 0.08 -1.26 1.60 -0.01
N 2.99814 0.15023 1.02124 -0.48 1.21 -1.08 0.14
C 3.20067 -1.07056 0.14891 0.15 -1.10 -0.28 0.20
C 2.96116 -0.82832 -1.45433 7.47 -1.00 -4.06 0.15
O 4.04379 -0.97666 -2.26339 -7.63 1.07 5.55 -0.52
Br 1.23153 -0.38606 -2.35554 1.53 -0.42 1.49 -0.13
C 3.12873 -0.11864 2.51982 0.28 1.25 0.60 -0.08
C 4.50747 -0.76927 3.11262 0.88 -0.14 -1.27 0.22
H -0.16570 -0.17979 6.63672 -1.45 1.36 -1.38 0.32
H -1.98456 0.34296 6.08257 2.66 0.23 -0.01 0.35
H -0.58299 1.62964 6.09706 -0.33 -2.16 -0.29 0.29
H -0.94740 -0.97826 4.18458 1.02 1.96 0.16 0.04
H -2.46580 1.33938 4.06684 2.15 -0.17 -1.48 0.33
H -0.90054 2.17177 3.28886 -1.17 -1.84 0.25 0.07
H -1.81015 0.67367 2.40529 1.04 1.27 2.41 -0.10
H 1.20462 1.44146 3.72070 -0.11 -2.46 0.26 0.37
H 1.65054 0.20378 5.07351 -1.14 -0.01 -2.37 0.34
H 3.17774 -3.06290 2.25035 -0.43 -0.63 0.78 0.29
H -0.59750 -2.54388 2.61705 0.73 -0.90 1.10 0.34
H 2.64162 -2.35471 5.54123 -1.66 -0.36 -0.62 0.34
H 0.54560 -1.17073 1.06199 0.01 1.37 0.02 0.49
H 1.11221 2.26926 -0.48360 1.11 -0.38 0.96 0.20
H 0.82725 2.69820 1.22839 -0.45 -1.74 -1.20 0.29
H 2.53903 -1.99748 0.45948 1.01 1.72 -0.58 0.17
H 4.33601 -1.40489 0.29560 -2.57 0.96 -0.68 0.30
H 3.18889 0.99501 2.93721 -0.50 -2.40 -0.57 0.26
H 4.89641 -1.65978 2.42464 -0.97 1.71 1.75 0.22
H 4.38217 -1.12553 4.22642 0.02 0.74 -2.44 -0.26
H 5.37376 0.04979 3.06242 -2.21 -1.78 0.17 -0.41
C 8.03479 1.65765 1.93729 0.37 0.24 -0.14 -0.34
Cl 6.68601 2.34439 2.85063 0.06 0.27 -0.16 -0.12
Cl 7.66499 0.01654 1.39412 0.12 -0.06 -0.06 -0.13
H 8.22993 2.28574 1.06461 -0.17 -0.21 0.20 0.34
H 8.92014 1.62965 2.57710 -0.32 -0.07 -0.09 0.31
C 7.12337 -0.77620 5.97147 0.40 0.03 0.08 -0.25
Cl 6.06443 -2.19132 6.00466 0.08 -0.17 0.06 -0.14
Cl 6.19413 0.70799 5.72913 0.10 0.03 0.29 -0.11
H 7.65834 -0.70979 6.92201 -0.27 -0.02 -0.21 0.35
H 7.83843 -0.88600 5.15255 -0.29 0.01 0.13 0.22
C -1.51161 1.39825 -3.95886 -0.11 -0.45 -0.37 -0.32
Cl -0.81641 2.42060 -2.69532 0.05 0.20 0.19 -0.17
Cl -2.87892 2.19808 -4.74356 0.19 -0.07 0.05 -0.09
H -0.74467 1.18777 -4.70828 -0.15 0.16 0.17 0.40
H -1.85590 0.46309 -3.51059 -0.02 0.28 -0.02 0.18
C -6.32566 2.66504 -3.99688 0.02 -0.35 0.05 0.12
Cl -7.20905 3.65938 -2.83243 -0.01 -0.06 0.10 -0.19
Cl -5.89332 3.60046 -5.43322 0.06 -0.05 -0.01 -0.15
H -5.41224 2.29302 -3.52636 -0.24 0.20 -0.13 0.05
H -6.95539 1.82378 -4.29640 0.13 0.32 0.02 0.17
C -4.62729 -0.65730 -6.07854 0.09 -0.14 -0.02 0.47
Cl -5.56957 0.32877 -7.20316 0.16 -0.06 -0.01 -0.14
Cl -5.37874 -0.69107 -4.47879 0.14 0.19 0.23 -0.07
H -4.56674 -1.67774 -6.46477 -0.18 0.22 0.14 0.39
H -3.62299 -0.23572 -5.99107 -0.86 -0.05 0.24 -0.65
C 5.42910 1.96821 -3.79911 0.14 -0.43 -0.11 0.07
Cl 6.12430 2.99055 -2.53558 0.06 -0.06 0.08 -0.15
Cl 4.06179 2.76804 -4.58381 -0.06 -0.09 -0.03 -0.15
H 6.19604 1.75773 -4.54854 -0.21 0.20 0.19 0.29
H 5.08481 1.03305 -3.35084 0.03 0.31 -0.07 -0.05
C -7.80542 -3.28477 -4.35985 -0.18 0.32 0.11 0.03
Cl -8.28333 -4.83300 -3.65303 -0.03 0.09 0.06 -0.16
Cl -6.53883 -3.50359 -5.57347 -0.12 -0.21 -0.14 -0.16
H -8.67669 -2.82592 -4.83366 0.25 -0.23 0.04 0.31
H -7.43012 -2.63261 -3.56749 0.02 -0.23 -0.20 -0.03
C -5.19507 1.02768 1.46137 -0.48 0.09 -0.16 0.03
Cl -3.58758 1.46413 0.86933 -0.18 0.15 -0.40 -0.12
Cl -5.09647 0.21093 3.02605 -0.09 -0.07 -0.02 -0.15
H -5.79248 1.93607 1.57124 0.28 -0.20 0.05 0.36
H -5.67035 0.35852 0.74003 0.25 0.13 0.22 -0.09
C -1.42688 1.28923 -8.03967 0.03 0.49 -0.16 -0.12
Cl -1.90479 -0.25901 -7.33285 0.64 -0.02 -0.30 -0.13
Cl -0.16029 1.07041 -9.25329 -0.07 0.10 0.09 -0.16
H -2.29815 1.74808 -8.51348 0.19 -0.25 0.10 0.30
H -1.05158 1.94139 -7.24731 -0.06 -0.24 -0.19 0.15
C -4.89922 -2.59134 -0.49332 0.08 -0.37 0.26 -0.46
Cl -6.47964 -1.80259 -0.56528 -0.05 -0.09 0.00 -0.17
Cl -3.73437 -1.77885 -1.54593 0.15 -0.05 0.08 -0.04
H -4.53203 -2.55911 0.53540 -0.13 0.12 -0.27 0.30
H -5.00510 -3.63028 -0.81488 -0.03 0.33 -0.04 0.36

***

No. 3
15
Properties=species:S:1:pos:R:3:forces:R:3:mulliken_charge:R:1 method="wB97M-V/def2-TZVPD" de_lowest_kj_mol=48.56 energy_ev=-10400.3462 mol_weight_g_mol=90.08 homo_ev=-11.24 e_lumo_ev=0.5281 orbital_gap_ev=11.8 smiles=O.O.O.O.O
O 1.32326 -0.27443 -1.53545 1.00 -1.84 -0.37 -0.72
H 1.04528 0.50517 -1.10706 -1.05 1.97 0.53 0.40
H 1.97155 -0.58175 -0.88276 0.21 -0.11 -0.35 0.37
O -0.22408 1.67011 -0.09093 0.07 -0.67 0.25 -0.71
H -1.12748 1.21988 -0.06953 0.44 0.56 -0.21 0.40
H -0.18156 2.56256 -0.41946 -0.57 0.29 -0.11 0.24
O -0.35743 -1.82961 0.06573 0.33 -0.08 -0.57 -0.79
H 0.27527 -1.30685 -0.50489 -0.54 -0.61 0.56 0.42
H -0.00456 -1.79677 0.96313 0.18 0.20 -0.26 0.36
O 1.33781 0.02280 1.24629 0.64 -0.25 1.74 -0.68
H 1.47955 0.04167 2.23570 -0.39 0.42 -1.89 0.28
H 0.83697 0.80630 0.92139 0.04 -0.17 0.69 0.41
O -2.23542 -0.04452 0.02432 -0.41 -0.27 -1.73 -0.79
H -1.56120 -0.77940 0.04454 0.01 0.01 0.55 0.46
H -2.57797 -0.21514 -0.89105 0.03 0.54 1.18 0.34

***

No. 4
61
Properties=species:S:1:pos:R:3:forces:R:3:mulliken_charge:R:1 method="wB97M-V/def2-TZVPD" spin_multiplicity=7 de_lowest_kj_mol=56.90 energy_ev=-74442.0417 mol_weight_g_mol=845.29 homo_ev="-9.92 / -9.94" e_lumo_ev="-2.7913 / -2.5134" orbital_gap_ev="7.1 / 7.4" total_charge=+1
Eu 0.47097 -0.45875 0.61903 -0.45 -0.99 -1.18 1.20
C 0.57691 -0.28325 3.24970 0.17 -0.23 0.44 -0.72
C 1.88862 -0.61279 2.84554 0.04 -0.23 0.40 -0.52
C 1.87056 -1.91575 2.31165 -0.05 -0.13 0.66 -0.73
C 0.54460 -2.40698 2.40169 0.11 -0.10 0.52 -0.66
C -0.24891 -1.39970 2.99303 0.29 -0.23 0.31 -0.55
H 0.29495 0.59583 3.81116 -0.05 0.12 -0.19 0.59
H 2.77526 -0.02512 3.02234 -0.06 0.18 -0.26 0.51
H 2.74912 -2.49569 2.07249 -0.02 0.07 -0.29 0.56
H 0.23159 -3.42883 2.24014 -0.06 0.06 -0.26 0.55
H -1.26058 -1.53052 3.34463 -0.10 0.10 -0.25 0.71
I 3.86666 3.02606 2.17555 -0.27 0.15 0.00 0.00
C 1.83454 3.36785 1.78805 0.38 -0.65 -0.17 -0.30
C 1.21516 4.54820 2.20914 -0.22 0.24 0.05 -0.31
C -0.09517 4.79924 1.90105 -0.05 0.36 0.16 -0.25
I -0.96994 6.59470 2.56311 0.15 -0.22 -0.09 0.09
C -0.84410 3.86398 1.15170 0.05 -0.26 -0.15 0.57
C -2.15115 4.07066 0.66166 -0.10 -0.08 0.00 -0.68
C -2.76092 3.10812 -0.09782 0.02 0.10 0.03 -1.46
C -2.09907 1.89202 -0.31352 0.00 -0.26 0.07 -0.36
N -0.89202 1.64203 0.14068 0.01 0.39 0.12 0.62
C -0.22789 2.63247 0.80356 0.05 0.28 0.09 0.57
C 1.15831 2.37853 1.08684 0.07 0.83 0.19 -0.05
O 1.71690 1.28464 0.64587 0.29 0.69 -0.12 -0.64
H 1.78545 5.27785 2.76757 0.02 -0.03 0.01 0.37
H -2.65873 5.00062 0.88055 0.02 0.02 -0.01 0.22
H -3.74463 3.26562 -0.51716 -0.01 0.00 0.03 0.45
H -2.58282 1.08200 -0.85083 0.01 0.00 0.00 0.66
C -0.91271 0.49692 -3.88142 -0.05 -0.06 0.04 -1.73
C 0.13003 0.20456 -2.83770 -0.01 0.05 -0.19 0.62
O -0.14493 -0.37277 -1.77965 0.04 0.12 -0.10 -0.13
N 1.38367 0.57415 -3.13439 0.07 0.01 0.15 -0.02
C 2.51272 0.26587 -2.25620 -0.18 -0.20 0.09 -0.57
C 2.63449 -1.23023 -2.06553 0.03 0.06 -0.14 0.97
C 3.22256 -2.00559 -3.05525 0.04 -0.06 0.04 -0.97
C 3.26583 -3.38136 -2.90872 -0.02 0.01 0.06 -0.39
C 2.71800 -3.93969 -1.76578 0.03 -0.02 -0.03 -1.05
C 2.15871 -3.09751 -0.82316 0.01 -0.05 0.06 0.02
N 2.10439 -1.76716 -0.95826 0.14 -0.17 0.05 0.21
H -0.92153 1.55651 -4.13766 0.01 0.00 0.01 0.42
H -1.89017 0.20361 -3.51004 0.02 0.02 0.03 0.31
H -0.69597 -0.07187 -4.78651 0.00 0.02 -0.01 0.44
H 1.55994 1.06546 -3.99319 -0.05 0.00 -0.06 0.29
H 2.38194 0.75383 -1.29266 0.05 0.11 0.03 -0.37
H 3.41169 0.66409 -2.71983 0.01 -0.01 -0.02 0.74
H 3.64454 -1.53112 -3.93155 0.00 0.03 0.02 0.44
H 3.72055 -4.00786 -3.66431 0.01 0.03 -0.01 0.43
H 2.73196 -5.00728 -1.59869 -0.02 0.01 0.02 0.45
H 1.73548 -3.50486 0.08742 0.00 0.03 0.00 0.32
C -3.42438 -0.19237 1.93761 -0.04 -0.05 -0.03 -1.28
C -3.01678 -1.26411 0.98839 0.08 0.01 0.02 0.13
N -1.83643 -1.40354 0.41834 -0.40 -0.07 -0.08 0.59
C -1.90952 -2.54153 -0.36260 -0.02 0.04 -0.04 -0.64
C -3.14594 -3.08858 -0.25967 0.09 -0.08 -0.04 -0.69
N -3.83543 -2.26625 0.59893 -0.03 0.01 -0.01 0.00
H -2.56206 0.41739 2.19523 0.00 0.01 0.02 0.12
H -3.83447 -0.62411 2.85166 0.02 0.03 0.02 0.46
H -4.18678 0.45355 1.49851 0.01 0.01 0.01 0.38
H -1.06987 -2.87396 -0.95229 -0.05 -0.03 -0.02 0.45
H -3.58325 -3.96801 -0.69816 0.00 0.04 0.00 0.41
H -4.78992 -2.38926 0.88972 -0.02 0.01 0.03 0.21

***

No. 5
23
Properties=species:S:1:pos:R:3:forces:R:3:mulliken_charge:R:1 method="wB97M-V/def2-TZVPD" de_lowest_kj_mol=522.64 energy_ev=-16101.7329 mol_weight_g_mol=169.18 homo_ev=-8.51 e_lumo_ev=-0.0443 orbital_gap_ev=8.5 smiles="C#C[C@H]1OCC[N@@H+](C)[C@H]1C(=O)[O-]"
C -3.52562 0.34216 -0.07436 3.37 1.92 -0.90 0.15
C -2.43725 0.79238 -0.30393 -1.88 -0.35 0.11 -1.13
C -1.09855 1.13492 -0.60287 2.32 -1.70 0.84 0.43
O -0.60290 1.95866 0.45136 1.27 -0.15 0.38 -0.40
C 0.83879 1.88166 0.64065 -0.84 2.27 -1.26 -0.48
C 1.19409 0.49116 0.97528 1.12 -0.66 -2.08 -0.42
N 1.11571 -0.26773 -0.41685 2.45 1.70 1.48 -0.10
C 1.76952 -1.56165 -0.27497 1.64 -2.36 1.34 -0.89
C -0.23408 -0.35093 -0.80181 -4.87 1.25 2.28 -0.67
C -1.08795 -1.48867 0.14136 0.79 0.11 -0.81 0.53
O -0.61117 -1.67352 1.26953 0.14 0.28 0.30 -0.75
O -2.02914 -1.98647 -0.44239 -0.05 -0.22 -0.47 -0.66
H -4.33340 -0.06432 0.33529 -3.02 -1.44 1.06 0.52
H -1.06410 1.70552 -1.49528 0.38 0.45 -1.26 0.33
H 1.05539 2.62875 1.45858 -0.06 -0.88 -1.01 0.32
H 1.34003 2.22621 -0.38922 -0.61 -0.46 2.17 0.20
H 2.13405 0.23768 1.44422 0.70 0.54 -0.40 0.47
H 0.49928 -0.01078 1.57860 -1.50 -0.56 0.65 0.43
H 1.63107 0.29768 -1.14866 -0.36 -0.62 1.24 0.36
H 1.38001 -2.14352 0.61998 -0.02 1.18 -1.12 0.37
H 1.53480 -2.21936 -1.14202 0.66 0.70 0.35 0.35
H 2.88118 -1.40226 -0.00186 -1.63 -0.22 -1.16 0.33
H -0.34977 -0.52756 -1.82061 -0.02 -0.77 -1.73 0.71

***

No. 6
16
Properties=species:S:1:pos:R:3:forces:R:3:mulliken_charge:R:1 method="wB97M-V/def2-TZVPD" de_lowest_kj_mol=170.90 energy_ev=-17191.0541 mol_weight_g_mol=106.19 homo_ev=-9.70 e_lumo_ev=0.6702 orbital_gap_ev=10.4 smiles="C=C[C@@H](C)O.S"
C -1.71299 -0.24217 -0.50946 -1.75 2.07 0.27 -0.74
C -1.30363 0.15390 0.70982 -3.49 0.70 -0.86 -0.34
C -0.07629 -0.11095 1.42780 0.19 -4.07 1.49 0.68
C 0.71062 -1.29860 0.82669 -2.51 -0.14 -0.20 -1.30
O 0.61006 1.06351 1.49665 1.52 1.37 0.54 -0.55
H -2.58147 0.27159 -1.06866 1.14 -0.87 1.48 0.19
H -1.31357 -1.00550 -1.10674 1.15 -0.83 -0.52 0.27
H -2.00607 0.83047 1.29468 0.98 -0.39 -1.02 0.31
H -0.29048 -0.49014 2.46081 -0.23 0.77 -0.43 0.17
H 1.38670 -0.90648 0.16340 1.61 0.77 -2.08 0.30
H -0.00118 -1.98966 0.31139 0.67 0.53 0.30 0.28
H 1.26174 -1.88675 1.49776 0.62 -0.56 1.38 0.38
H 0.18703 1.64779 0.87588 0.08 0.65 -0.38 0.38
S 1.29746 1.25390 -2.30455 0.94 0.12 -0.87 -0.32
H 2.66290 1.41686 -2.40751 -0.94 -0.11 0.14 0.15
H 1.16919 1.29226 -3.66796 0.01 -0.01 0.75 0.15